{"formula": "C4H10NO2", "method": "the ωB97M-V functional and the def2-TZVPD basis", "charge": 1, "largest_force_ev_per_a": 3.557, "relative_energy_kcal_mol": 40.2, "smiles": "C[NH2+][C@@H](C)C(=O)O", "molar_mass_g_mol": 104.1, "homo_energy_ev": -15.212, "elements": ["H", "H", "H", "C", "H", "O", "C", "C", "O", "C", "H", "H", "H", "H", "H", "N", "H"], "xyz": [[-0.49709, 1.99036, -1.13413], [-0.54394, -1.49100, 0.99895], [-1.97802, -1.29538, -0.64536], [0.37657, 0.03541, -0.34931], [0.22166, -0.58201, -1.34045], [1.82715, -1.33691, 0.78078], [0.23381, 1.56555, -0.52459], [1.86110, -0.35034, -0.12440], [2.81657, 0.01732, -0.71576], [-2.05162, -0.43380, 0.05353], [-0.62762, 0.10569, 1.52398], [-2.82720, -0.60704, 0.73763], [-2.30416, 0.66053, -0.13785], [2.70166, -1.78107, 0.84773], [0.28604, 2.02810, 0.46045], [-0.67467, -0.46702, 0.65267], [1.17976, 1.94161, -1.08388]], "forces_ev_per_a": [[-1.86, 0.06, -0.66], [0.44, 2.15, -0.87], [-0.81, 1.46, -0.45], [-0.17, 0.11, -2.68], [-0.30, 1.34, 1.74], [0.82, -0.84, 0.49], [3.54, -0.33, -0.16], [-1.06, -0.90, 1.02], [-0.23, 0.51, -0.22], [0.78, 1.25, -0.63], [0.07, -0.35, -0.76], [-0.58, -1.03, 1.60], [0.66, -1.62, -1.25], [-0.39, 0.39, 0.00], [-0.19, 0.19, 0.01], [0.52, -1.51, 1.70], [-1.24, -0.88, 1.12]], "nbo_charge": [0.248, 0.467, 0.244, -0.155, 0.266, -0.712, -0.664, 0.783, -0.503, -0.434, 0.442, 0.245, 0.255, 0.528, 0.224, -0.520, 0.287]}

***

{"formula": "C4H8N2O", "method": "the ωB97M-V functional and the def2-TZVPD basis", "charge": 0, "largest_force_ev_per_a": 2.554, "relative_energy_kcal_mol": 56.4, "smiles": "N/N=C1/CCCO1", "molar_mass_g_mol": 100.1, "homo_energy_ev": -8.128, "elements": ["H", "N", "O", "H", "C", "C", "H", "H", "C", "H", "H", "H", "H", "N", "C"], "xyz": [[-0.83944, 1.44280, 1.40765], [0.18018, -1.82191, -0.56932], [0.51938, -0.14259, 1.00157], [-0.54040, 2.62141, -0.44118], [-0.50334, 0.46853, -1.06315], [0.20519, 1.25135, 1.01706], [-0.33433, 0.33039, -2.10376], [-1.58911, 0.31278, -0.92695], [0.16990, -0.61431, -0.19420], [0.94687, 1.73957, 1.64558], [1.12128, 1.88618, -0.82433], [-0.19221, -3.65248, -0.04461], [0.31067, -2.66073, 1.24830], [0.45610, -2.88379, 0.25686], [0.08926, 1.72279, -0.40953]], "forces_ev_per_a": [[1.08, -0.60, 0.36], [-0.75, 0.70, -0.64], [0.08, 0.48, 0.84], [0.40, -0.18, -0.27], [0.30, -0.49, 1.35], [-1.35, 0.72, 0.94], [0.46, -0.03, -0.75], [0.33, 0.48, 0.20], [-0.95, -1.20, -2.05], [-0.10, 0.11, -0.08], [-1.03, 0.16, 0.14], [1.07, 1.05, 0.60], [0.01, -0.17, -0.36], [-0.44, -0.99, 0.46], [0.90, -0.04, -0.75]], "nbo_charge": [0.164, -0.330, -0.495, 0.223, -0.458, -0.067, 0.240, 0.218, 0.480, 0.200, 0.210, 0.361, 0.338, -0.651, -0.434]}

***

{"formula": "C7H12", "method": "the ωB97M-V functional and the def2-TZVPD basis", "charge": 0, "largest_force_ev_per_a": 1.809, "relative_energy_kcal_mol": 152.4, "molar_mass_g_mol": 96.2, "homo_energy_ev": [-7.293, -7.556], "elements": ["C", "H", "H", "H", "H", "H", "H", "H", "H", "H", "H", "C", "C", "C", "C", "H", "H", "C", "C"], "xyz": [[-1.45995, -0.03841, -0.70082], [-0.24191, 0.96941, 2.39131], [0.07745, 0.18870, -1.31891], [2.20649, -0.46006, 0.13537], [1.42373, 1.46914, -0.88401], [0.80345, 1.26398, -2.52001], [-2.44957, 0.93896, 1.10245], [0.19814, -1.34656, 1.94251], [0.47183, 1.50711, 0.85605], [-1.86359, -1.81026, 0.67444], [-2.35742, -0.13636, -1.30738], [-0.16919, 0.75592, 1.32305], [1.29882, -1.04304, 0.15906], [-1.53115, 0.54290, 0.67014], [0.20106, -0.73242, 1.03585], [2.04722, 0.16399, -1.91676], [1.31553, -2.00881, -0.34622], [-1.26719, -0.94476, 0.39018], [1.15403, 0.71994, -1.63283]], "forces_ev_per_a": [[-0.89, 0.13, 0.29], [-0.02, -0.06, -0.10], [1.68, 0.51, -0.43], [-0.10, -0.07, 0.15], [-0.08, -0.21, -0.13], [0.14, 0.05, 0.03], [0.15, 0.03, -0.30], [0.09, 0.17, 0.10], [-0.12, -0.11, 0.14], [0.05, 0.17, -0.36], [0.30, 0.24, -0.12], [0.06, -0.15, 0.05], [1.02, -0.92, 0.15], [-0.27, 0.46, 0.08], [-1.44, -0.07, 0.05], [-0.43, -0.31, 0.08], [0.05, 0.21, 0.11], [1.20, -0.66, 0.85], [-1.39, 0.57, -0.66]], "nbo_charge": [-0.244, 0.213, 0.234, 0.183, 0.201, 0.208, 0.213, 0.227, 0.205, 0.218, 0.216, -0.401, -0.282, -0.230, -0.291, 0.212, 0.182, -0.240, -0.824]}

***

{"formula": "C5H10O2", "method": "the ωB97M-V functional and the def2-TZVPD basis", "charge": 0, "largest_force_ev_per_a": 0.461, "relative_energy_kcal_mol": 47.4, "smiles": "C[C@@H](O)[C@H]1CCO1", "molar_mass_g_mol": 102.1, "homo_energy_ev": -9.668, "elements": ["H", "H", "H", "C", "H", "C", "O", "H", "C", "H", "H", "O", "C", "H", "H", "H", "C"], "xyz": [[0.32375, -3.01551, 0.31016], [1.44211, -1.93642, 1.18020], [-0.67244, 1.21466, -1.59471], [-0.04739, 1.55896, -0.76862], [-1.53843, -0.91450, -0.60708], [-0.79673, 1.79413, 0.54872], [-0.81944, -1.13816, -1.22040], [0.60313, 2.37075, -1.09719], [0.63737, 0.41431, -0.00353], [1.18312, -1.24512, -1.24432], [1.70878, 0.56325, 0.19896], [-0.15028, 0.67926, 1.17657], [0.40545, -1.01175, -0.50735], [-0.56935, 2.73695, 1.05837], [-1.88537, 1.65942, 0.52426], [-0.30180, -1.73863, 1.38591], [0.47753, -1.99160, 0.66005]], "forces_ev_per_a": [[0.03, 0.14, 0.01], [-0.15, 0.03, -0.15], [0.15, 0.09, 0.11], [0.01, 0.06, -0.13], [0.21, -0.17, -0.17], [-0.24, 0.34, -0.03], [-0.26, 0.06, 0.37], [-0.07, -0.12, 0.06], [0.15, -0.22, -0.16], [-0.10, 0.05, 0.05], [-0.19, -0.05, 0.00], [-0.05, -0.05, 0.13], [0.30, 0.01, 0.03], [0.00, -0.10, -0.04], [0.14, 0.05, -0.04], [0.11, -0.09, -0.07], [-0.02, -0.05, 0.02]], "nbo_charge": [0.218, 0.214, 0.230, -0.462, 0.462, -0.054, -0.715, 0.213, 0.087, 0.179, 0.177, -0.546, 0.074, 0.172, 0.168, 0.221, -0.637]}

***

{"formula": "C2H5N3O2", "method": "the ωB97M-V functional and the def2-TZVPD basis", "charge": 0, "largest_force_ev_per_a": 3.943, "relative_energy_kcal_mol": 189.8, "smiles": "C/N=[NH+]\\[O-].C#[N+][O-]", "molar_mass_g_mol": 103.1, "homo_energy_ev": -9.478, "elements": ["N", "N", "H", "H", "N", "H", "H", "C", "C", "O", "O", "H"], "xyz": [[-1.87464, -0.36948, -0.47748], [-0.88097, -1.06821, -0.53101], [-1.01369, -1.79519, -1.22241], [1.95918, -0.99485, -0.82754], [3.02756, 0.30216, 0.36165], [-3.00603, 0.88723, 0.67915], [-1.60049, 1.81912, -0.26193], [-1.92211, 0.91663, 0.28358], [2.60191, -0.63766, -0.12488], [3.61058, 1.15204, 0.97902], [0.24152, -0.97926, -0.03521], [-1.14282, 0.76746, 1.17706]], "forces_ev_per_a": [[-2.40, 2.49, -0.50], [0.54, -0.28, -0.76], [-0.04, -0.99, -0.05], [-0.97, -1.17, -1.33], [1.66, 1.37, 1.52], [1.91, 0.75, -0.66], [-0.47, -0.65, -0.15], [0.97, -2.44, 2.94], [0.83, -0.44, -0.26], [-0.17, 0.41, 0.02], [-0.06, 0.25, 0.82], [-1.82, 0.70, -1.59]], "nbo_charge": [-0.212, 0.203, 0.351, 0.241, 0.195, 0.233, 0.237, -0.504, -0.025, -0.425, -0.515, 0.220]}

***

{"formula": "C4H5NO5P2S", "method": "the ωB97M-V functional and the def2-TZVPD basis", "charge": -2, "largest_force_ev_per_a": 5.165, "relative_energy_kcal_mol": 0.0, "molar_mass_g_mol": 241.1, "homo_energy_ev": 0.173, "elements": ["H", "O", "C", "H", "H", "O", "N", "P", "O", "P", "O", "O", "C", "S", "H", "C", "C", "H"], "xyz": [[2.99624, -0.23731, -0.73246], [1.01971, 1.28793, 2.16629], [-1.73321, -0.98064, -0.33406], [-3.95348, 1.73494, -0.20858], [-1.24020, -1.92919, 0.03047], [2.63851, 1.39267, -1.17772], [-1.86153, 1.27352, -0.32504], [1.18450, 1.61274, -1.18220], [2.87507, -1.13607, -0.38102], [1.28807, -1.43125, -0.17524], [0.78849, -2.48304, -1.09860], [1.04738, -1.53040, 1.31134], [-3.10821, 1.01909, -0.29757], [-3.39840, -0.73711, -0.17953], [0.50620, 0.50413, 2.17135], [0.32628, 0.17122, -0.65595], [-1.01389, 0.16954, -0.33618], [1.63847, 1.29922, 1.40472]], "forces_ev_per_a": [[0.02, 0.65, -0.19], [1.37, 2.41, 0.48], [0.40, -2.74, 2.15], [0.86, -0.49, -0.24], [-0.88, 0.90, -1.16], [3.58, -0.39, -0.15], [0.48, 1.74, -0.29], [-4.49, -0.81, 0.40], [-0.40, -0.52, -0.15], [-1.04, 1.71, 0.63], [0.28, -0.83, -0.27], [-0.03, -0.49, -0.12], [-0.73, -1.21, 0.64], [-0.76, 0.94, -0.11], [-0.17, -1.66, -0.75], [5.01, 1.25, -0.19], [-2.48, 0.22, -1.35], [-1.01, -0.70, 0.67]], "nbo_charge": [0.518, -0.991, -0.498, 0.181, 0.288, -1.192, -0.427, 1.062, -1.059, 2.371, -1.196, -1.225, -0.146, 0.246, 0.499, -1.001, 0.084, 0.487]}